Below is a structure of composition C25H45IrNP2 at a distorted geometry, with properties calculated with ωB97M-V/def2-TZVPD.

Properties
E_tot	-1820.225557	hartree
LUMO level (alpha / beta)	-5.1 / -10.2	eV
HOMO (alpha / beta)	-10.5 / -12.3	eV
multiplicity	6
strongest force on any atom	8.826	eV/A
total charge	+2
frontier orbital gap (alpha / beta)	0.200 / 0.078	Ha
energy above the lowest of the compared OMol25 structures with the same formula, charge and spin	116.8	kcal per mole

Each line ends with the Löwdin charge.
Cartesian coordinates (Å):
Ir -0.84133 0.40243 0.94093  1.366
C 0.20128 2.43211 0.07402  -0.267
C 0.38199 2.36271 1.49300  -0.261
C 1.57734 0.63486 0.60263  -0.259
C 0.96407 1.36227 -0.48503  -0.260
C 1.15188 1.21832 1.84316  -0.302
C -0.37915 3.63045 -0.64285  -0.017
H -1.26244 4.10368 -0.14842  0.090
H -0.68863 3.43440 -1.67873  0.091
H 0.36797 4.43879 -0.70499  0.106
C 1.44733 1.21355 -1.87553  -0.049
H 1.14001 2.03736 -2.53364  0.074
H 1.14667 0.27250 -2.36682  0.058
H 2.55045 1.20366 -1.90560  0.094
C 2.77024 -0.21539 0.40162  -0.052
H 3.60399 0.42092 0.05359  0.114
H 2.66653 -0.99581 -0.37799  0.078
H 3.14921 -0.71894 1.30598  0.059
C 1.71987 0.92773 3.21200  -0.016
H 1.68077 1.80197 3.88188  0.092
H 2.77708 0.64274 3.16034  0.084
H 1.21396 0.10688 3.74337  0.080
C 0.00990 3.43698 2.47446  -0.063
H 0.75848 4.18368 2.69383  0.140
H -0.21484 3.11441 3.60094  0.174
H -0.84346 4.21643 2.14002  0.184
C -2.76158 -0.02483 0.13884  -0.225
C -2.67033 1.39164 0.42270  -0.246
C -3.36040 1.91930 1.62180  -0.167
C -2.99219 1.16653 3.01689  -0.178
C -1.71286 0.43321 2.92081  -0.287
C -1.54767 -0.87587 2.41184  -0.315
C -2.79600 -1.65347 2.03637  -0.194
C -3.66452 -0.91294 1.01467  -0.169
H -4.46972 2.07791 1.58488  0.164
H -3.86430 0.51797 3.34144  0.148
H -3.07826 3.06450 1.71527  0.145
H -4.48608 -0.36988 1.50023  0.109
H -2.74956 -0.35439 -0.85305  0.086
H -2.49577 2.10271 -0.34722  0.092
H -4.15090 -1.66098 0.37689  0.121
H -2.50618 -2.61495 1.60996  0.108
H -0.92264 -1.41628 3.08959  0.098
H -3.38796 -1.88778 2.93463  0.128
H -2.94309 1.93370 3.86676  0.127
H -0.90639 0.73299 3.65596  0.124
P -0.33187 0.50948 -5.12100  0.768
C 0.33502 1.37179 -6.59990  -0.324
H -0.37534 1.24407 -7.42438  0.040
H 1.30018 0.94843 -6.90006  0.040
H 0.46489 2.44185 -6.41012  0.036
C -0.48171 -1.13515 -5.92726  -0.330
H -0.95363 -1.00369 -6.90755  0.041
H -1.08602 -1.82782 -5.33094  0.031
H 0.50889 -1.58408 -6.07278  0.035
C -2.05371 1.10690 -5.33152  -0.330
H -2.35648 0.93805 -6.37164  0.040
H -2.11165 2.18140 -5.12014  0.035
H -2.75394 0.58759 -4.66823  0.028
P 3.06330 -3.82549 1.05300  1.078
C 3.99937 -3.92962 2.63671  -0.225
H 4.31840 -4.96956 2.78754  0.080
H 3.37190 -3.62504 3.48402  0.062
H 4.88776 -3.28520 2.61867  0.064
C 1.91918 -5.22639 1.33881  -0.235
H 2.50528 -6.10898 1.61858  0.076
H 1.36994 -5.44921 0.41736  0.066
H 1.19689 -5.01344 2.13298  0.062
C 4.22486 -4.77815 -0.00725  -0.227
H 4.32843 -5.79133 0.39939  0.076
H 5.21592 -4.31362 -0.05536  0.067
H 3.82715 -4.85186 -1.02694  0.065
N -2.20516 3.40110 3.31358  0.209
C -1.71065 2.75024 2.51301  -0.336